The following is a DFT calculation (ωB97M-V/def2-TZVPD) of a molecular structure, C34H37BaN5 at a distorted geometry.

Energy relative to the best compared isomer or geometry (same formula, charge and spin), kJ/mol: 13.4
Total charge: -2

Last column: Löwdin charge in e.
Positions of all 77 atoms, in Å:
Ba  1.1641  0.9899  0.0492  1.76
N  1.5560  3.3272  -0.9055  -0.19
N  2.6960  -1.1431  -1.5427  -0.05
C  -2.1311  -0.7224  0.5193  -0.28
C  -2.1071  -0.0974  -0.7569  -0.31
C  -2.0982  1.3081  -0.5550  -0.34
C  -2.1602  2.3601  -1.5981  -0.07
H  -2.5570  1.9539  -2.5395  0.07
H  -1.1734  2.8129  -1.8084  0.03
H  -2.8235  3.1786  -1.2782  0.07
C  -2.1316  1.5496  0.8425  -0.31
C  -2.3157  2.8886  1.4419  -0.07
H  -3.3269  3.2889  1.2507  0.08
H  -1.6074  3.6105  1.0117  0.06
H  -2.1616  2.8699  2.5270  0.07
C  -2.1126  0.2958  1.5088  -0.29
C  -2.1964  0.0877  2.9724  -0.08
H  -1.5812  0.8209  3.5128  0.06
H  -1.8420  -0.9148  3.2451  0.06
H  -3.2298  0.1808  3.3452  0.07
C  -2.2501  -0.7741  -2.0657  -0.08
H  -3.3020  -0.7943  -2.4026  0.07
H  -1.9099  -1.8170  -2.0158  0.04
H  -1.6654  -0.2651  -2.8461  0.07
C  -2.3214  -2.1708  0.7682  -0.07
H  -1.8060  -2.4893  1.6842  0.06
H  -1.9232  -2.7695  -0.0607  0.06
H  -3.3882  -2.4349  0.8783  0.08
C  2.4420  4.3405  -0.3748  -0.37
H  2.3162  5.2599  -0.9828  0.14
C  3.8611  3.9162  -0.2682  -0.10
H  4.4884  4.4110  0.4856  0.09
C  4.3387  2.9528  -1.1272  -0.15
H  5.3731  2.5860  -1.0533  0.09
C  3.4723  2.4162  -2.1155  -0.16
H  3.6754  1.6344  -2.8452  0.07
C  2.1507  2.8710  -2.1071  -0.60
C  1.1201  3.4564  -2.7285  0.13
H  0.3627  3.1469  -3.4717  0.04
C  2.2922  -2.0576  -0.6939  -0.31
C  2.5782  -1.7636  -2.8317  -0.14
H  2.7254  -1.2588  -3.7807  0.08
C  2.1345  -3.0282  -2.6342  -0.11
H  2.1170  -3.8766  -3.2660  0.08
N  1.6912  -3.1061  -1.3097  0.00
C  0.7921  -3.9778  -0.6807  -0.11
C  -0.0848  -4.8019  -1.4091  -0.21
C  -0.7336  -5.8071  -0.6798  -0.03
H  -1.3705  -6.5231  -1.1967  0.10
C  -0.5843  -5.9072  0.7045  -0.30
C  -1.1417  -7.0725  1.4439  -0.08
H  -1.4006  -6.7911  2.4669  0.07
H  -0.3976  -7.8751  1.5029  0.07
H  -2.0225  -7.4659  0.9354  0.07
C  0.1331  -4.9447  1.4087  -0.02
H  0.1950  -4.9751  2.4933  0.11
C  0.7976  -3.9254  0.7312  -0.23
C  1.4389  -2.8134  1.4411  -0.18
H  2.1738  -2.1389  0.5453  -0.01
H  2.0374  -3.1437  2.3011  0.04
H  0.6974  -2.0806  1.8035  0.05
C  -0.3954  -4.5358  -2.8463  -0.06
H  0.4625  -4.7014  -3.5073  0.05
H  -0.7456  -3.5004  -2.9934  0.08
H  -1.1932  -5.2066  -3.1894  0.07
N  -2.2999  7.2297  1.9760  0.09
C  -1.3416  6.5550  1.9426  -0.19
C  -0.1857  5.6567  1.9386  -0.31
C  0.6758  5.5741  0.8706  -0.02
C  1.8632  4.6948  1.0025  -0.38
N  1.5454  3.4810  1.7538  -0.07
C  0.8938  3.7034  2.8885  -0.25
C  0.0494  4.8207  3.0575  -0.15
H  0.5792  6.1923  -0.0239  0.11
H  2.6576  5.2867  1.5201  0.13
H  0.9662  2.9837  3.7298  0.10
H  -0.4950  4.9783  3.9914  0.08

Atomic forces in eV per Å
Ba -0.826 -0.235 0.338
N -0.752 0.223 -1.911
N 0.406 -0.357 -2.212
C 0.318 0.795 -0.251
C 0.294 0.399 0.868
C 0.131 -0.664 0.734
C 0.044 0.497 -0.414
H 0.092 0.146 0.079
H -0.425 -0.018 -0.005
H 0.136 -0.094 -0.154
C 0.373 -0.807 -0.493
C 0.113 0.626 0.212
H 0.133 -0.075 0.089
H -0.151 -0.031 0.237
H -0.016 0.124 -0.183
C 0.067 0.228 -1.041
C -0.018 -0.080 0.561
H -0.157 -0.134 0.034
H -0.038 0.152 0.052
H 0.140 -0.011 0.076
C -0.015 -0.281 -0.562
H 0.167 -0.039 -0.059
H -0.038 0.158 -0.078
H -0.134 -0.183 0.036
C 0.045 -0.505 0.101
H -0.097 -0.098 -0.175
H -0.044 -0.064 0.194
H 0.164 -0.019 0.010
C -1.576 1.517 0.939
H 0.421 -0.179 0.097
C 1.590 -1.103 -0.780
H -0.281 -0.320 -0.369
C -0.076 0.643 1.606
H -0.437 0.238 -0.022
C -1.539 -1.243 -1.219
H 0.727 0.452 0.017
C 1.812 0.017 -0.503
C 0.536 -0.416 -0.027
H -0.267 0.135 1.367
C -0.328 2.917 -0.789
C 0.331 0.232 1.043
H 0.476 -0.111 0.257
C -1.284 0.464 -0.293
H -0.309 -0.235 -0.613
N 1.680 -0.168 -1.013
C 0.103 -0.442 0.436
C 0.325 0.058 0.987
C 0.106 0.368 0.103
H -0.007 0.144 0.004
C 0.306 0.016 -0.109
C -0.184 -0.341 0.145
H -0.101 -0.090 -0.046
H -0.093 -0.024 0.017
H -0.091 -0.104 0.118
C -0.089 -0.189 -0.813
H -0.103 0.049 -0.103
C -0.449 -0.448 0.032
C 0.338 0.010 2.784
H -0.605 -0.452 0.587
H -0.386 -0.249 0.281
H -0.083 -0.179 -0.106
C -0.196 -0.323 -0.698
H -0.390 0.035 0.077
H 0.250 -0.330 0.045
H 0.061 0.109 0.134
N 1.995 -1.221 -0.054
C -1.282 0.646 -0.061
C 0.537 0.552 -1.080
C -1.344 0.619 0.314
C 0.041 0.096 0.230
N 0.692 -0.778 0.318
C -0.742 1.225 -0.181
C 0.438 -0.670 1.583
H -0.302 -0.247 0.173
H -0.003 -0.200 0.167
H -0.242 0.031 -0.729
H 0.113 -0.159 -0.339



The following is a DFT calculation (ωB97M-V/def2-TZVPD) of a molecular structure, C4H3EuF3NO6S2 at a distorted geometry.

Multiplicity: 8
⟨S²⟩: 15.9400
Total charge: -1

Last column: Löwdin charge in e.
Positions of all 20 atoms, in Å:
N  1.8057  0.9775  0.7140  -0.39
S  0.7911  2.2447  0.4272  0.70
O  0.8957  3.3151  1.4149  -0.38
O  -0.0499  2.2650  -0.8125  -0.61
S  2.2159  -0.1808  -0.2911  0.68
O  0.9552  -0.2837  -1.1141  -0.63
O  3.6536  -0.0475  0.0228  -0.38
C  2.4992  -2.0147  -0.7408  -0.73
F  2.3807  -2.2179  -2.0440  0.11
F  3.6760  -2.5264  -0.4179  0.11
F  1.5947  -2.7341  -0.0929  0.10
Eu  -1.1613  0.4764  -1.6027  1.51
C  -2.2665  1.4877  2.1107  -0.18
O  -1.8154  1.1437  0.8040  -0.46
C  -3.2712  0.7097  -0.3391  -0.23
C  -4.5439  0.9050  -0.3069  -0.44
O  -5.7256  1.1268  -0.3003  -0.02
H  -1.4856  1.1462  2.8005  0.08
H  -2.5623  2.5406  2.0075  0.09
H  -3.1231  0.8522  2.3702  0.07

Atomic forces in eV per Å
N -1.531 2.825 0.647
S -0.132 -2.251 1.653
O -0.222 0.273 -0.622
O 0.947 1.715 -0.610
S 0.600 -2.476 2.787
O -0.223 0.509 -2.026
O 1.566 0.644 -1.918
C 0.388 0.581 0.608
F -0.453 -0.317 -1.206
F 0.738 -0.144 0.436
F -1.048 -0.882 0.220
Eu -1.021 -0.106 0.619
C -0.305 -0.907 -1.168
O -0.741 -0.620 -0.900
C 0.680 -0.575 -0.668
C 0.044 0.938 1.125
O 0.560 -0.399 -0.194
H 0.076 1.008 0.125
H 0.262 -0.134 1.133
H -0.185 0.317 -0.043



The following is a DFT calculation (ωB97M-V/def2-TZVPD) of a molecular structure, C13H3Cl4F5NiO3Se at a distorted geometry.

Total charge: -2

Last column: Löwdin charge in e.
Positions of all 30 atoms, in Å:
Ni  1.6661  -0.3021  -0.4117  0.62
Cl  4.0069  -6.3917  1.2240  0.58
C  2.9935  -4.9899  1.0240  -0.73
C  1.7217  -4.9662  1.5634  -0.73
Cl  1.1102  -6.3360  2.4460  0.58
C  0.9196  -3.8204  1.3938  -0.62
Cl  -0.6840  -3.7501  2.0586  0.65
C  1.3798  -2.7117  0.7000  -0.39
O  0.6935  -1.6120  0.5202  -0.15
C  2.6896  -2.7337  0.1327  -0.40
O  3.0745  -1.6738  -0.5148  -0.12
C  3.4676  -3.8744  0.3111  -0.62
Cl  5.0654  -3.8757  -0.3818  0.63
C  3.1511  1.6934  -2.0325  -0.27
O  2.1850  1.2010  -1.1816  -0.46
H  3.3232  1.0422  -2.9032  0.06
H  4.1247  1.8223  -1.5336  0.06
H  2.8404  2.6752  -2.4108  0.06
F  -6.2328  4.1307  0.5063  0.07
C  -4.9800  3.6845  0.2598  -0.17
C  -4.2289  4.2184  -0.7663  -0.16
F  -4.7685  5.1912  -1.5359  0.07
C  -2.9470  3.7588  -1.0047  -0.28
F  -2.2939  4.3458  -2.0234  0.04
C  -2.3320  2.7527  -0.2495  -0.61
Se  -0.5578  2.1806  -0.5889  0.58
C  -3.1381  2.2409  0.7715  -0.27
F  -2.6721  1.2751  1.5771  0.06
C  -4.4231  2.6827  1.0256  -0.16
F  -5.1544  2.1424  2.0247  0.08

Atomic forces in eV per Å
Ni 0.258 -0.930 0.115
Cl -0.017 0.055 -0.021
C -0.061 -0.006 0.019
C 0.000 0.106 -0.057
Cl 0.016 0.063 -0.034
C -0.054 -0.200 0.112
Cl 0.051 -0.012 -0.013
C -0.130 0.369 -0.091
O 0.093 0.084 -0.044
C 0.055 -0.320 0.135
O -0.439 1.068 -0.185
C 0.087 0.029 -0.060
Cl -0.033 -0.013 0.019
C 0.018 -0.398 0.125
O 0.088 0.098 0.043
H 0.003 -0.007 -0.059
H 0.059 0.028 0.017
H -0.036 0.019 0.003
F 0.022 -0.022 -0.022
C -0.126 0.058 -0.011
C 0.033 0.072 -0.115
F 0.039 -0.016 0.031
C -0.015 0.016 0.008
F 0.000 -0.014 0.004
C -0.018 0.003 -0.019
Se 0.059 0.044 -0.077
C 0.035 -0.088 0.079
F -0.032 0.022 -0.024
C -0.004 -0.137 0.137
F 0.048 0.030 -0.015



The following is a DFT calculation (ωB97M-V/def2-TZVPD) of C7H12N2O5 in the gas phase at a distorted geometry.

Energy relative to the best compared isomer or geometry (same formula, charge and spin), kJ/mol: 306.8
SMILES string: N[C@@H](CCC(=O)O)C(=O)NCC(=O)O

Last column: Löwdin charge in e.
Positions of all 26 atoms, in Å:
N  1.7834  -2.6402  -0.4627  0.04
C  1.0116  -1.5072  0.0900  -0.33
C  1.4274  -0.3051  -0.6763  -0.20
C  1.7944  0.9745  0.0148  -0.11
C  0.8681  2.1087  -0.3250  -0.47
O  0.1390  2.2262  -1.3202  0.07
O  1.1957  3.0526  0.6104  0.10
C  -0.5762  -1.4956  -0.0629  -0.38
O  -1.1059  -2.0641  -1.0789  0.04
N  -1.2069  -0.9721  1.0240  0.07
C  -2.6223  -0.5752  0.8615  -0.03
C  -2.7422  0.5953  -0.2556  -0.46
O  -3.5994  0.6202  -1.1762  0.07
O  -1.9130  1.4779  0.1346  0.13
H  1.6887  -3.3963  0.2212  0.07
H  2.7958  -2.4315  -0.2248  0.10
H  1.3600  -1.2908  1.0736  0.11
H  0.5702  -0.0556  -1.4523  0.15
H  2.1349  -0.4033  -1.6361  0.17
H  2.8415  1.5142  -0.2998  0.19
H  1.8486  0.9191  1.0845  0.11
H  0.7322  3.8373  0.3605  0.11
H  -0.8498  -0.5171  1.8657  0.15
H  -3.0355  -0.2799  1.7629  0.10
H  -3.0005  -1.4388  0.4062  0.10
H  -1.5400  2.0467  -0.5390  0.09

Atomic forces in eV per Å
N 0.900 -0.550 1.597
C 0.095 0.178 -1.073
C -0.105 2.126 -6.148
C 1.437 1.234 -1.323
C 0.684 0.128 -0.932
O 1.474 0.438 2.747
O -1.039 -0.556 -1.019
C 1.258 -3.705 -1.659
O 1.188 2.796 3.832
N -1.718 1.325 0.158
C 1.826 0.074 -3.850
C -4.898 -3.233 -1.010
O 3.467 0.138 2.984
O 1.711 1.878 0.734
H -0.597 -0.366 -0.475
H -1.363 0.251 -0.882
H -0.469 -0.125 1.433
H 1.045 -0.108 1.809
H -0.651 -0.859 2.583
H -2.196 -1.725 0.595
H 0.047 -0.177 0.601
H -0.582 1.362 -0.098
H 1.126 -0.573 -1.047
H -0.906 0.439 1.674
H -1.660 -1.053 -0.309
H -0.074 0.664 -0.921



Number 1: calculated total energy -43994.727 eV. Number 2: calculated total energy -67112.345 eV. Number 3: calculated total energy -189739.232 eV. Number 4: calculated total energy -20669.653 eV.